Entry 1:
116
Properties=species:S:1:pos:R:3:forces:R:3 method="wB97M-V/def2-TZVPD" total_charge=0 relative_energy_kj_mol=0.00 e_homo_ev=-8.60 orbital_gap_ev=8.82 lumo_energy_ev=0.22
C -14.40084 0.94692 16.84628 -0.4 -1.0 2.0
O -13.33355 1.52558 16.89127 1.1 1.0 -0.4
N -14.90952 0.33536 18.01248 -1.6 -0.7 -2.6
N -15.12962 0.79604 15.73105 -0.7 -0.3 -0.3
H -15.64264 -0.36372 17.83870 0.6 0.7 0.6
H -14.58693 0.44745 18.94132 0.6 0.4 0.3
H -16.09315 0.50215 15.76136 0.2 0.0 0.1
H -14.77448 1.13654 14.83542 0.1 0.2 0.3
C -10.57703 7.18408 16.73090 0.6 -0.5 -0.9
O -10.68890 8.41228 16.73175 0.4 -0.2 -0.2
N -11.23255 6.44875 17.66504 0.4 -0.6 -0.1
N -9.77122 6.46234 15.80431 -0.6 0.4 0.4
H -11.04469 5.47144 17.85194 0.1 0.4 -0.4
H -11.71801 6.93656 18.39693 -0.2 0.1 -0.1
H -10.18932 5.56798 15.50310 0.3 0.9 0.3
H -9.35586 6.99841 15.01366 -1.0 -0.4 1.1
C -10.34597 5.50228 10.08839 -0.2 -0.4 0.1
O -10.85916 4.67495 10.83974 0.2 0.2 0.0
N -10.29442 6.85131 10.36137 0.4 -0.7 -1.1
N -9.79090 5.08634 8.88233 -0.2 0.2 1.1
H -9.58870 7.35304 9.85722 0.0 0.3 -0.2
H -10.51904 7.24335 11.26924 -0.2 -0.6 0.5
H -9.93818 4.13962 8.54700 -0.2 0.5 0.4
H -9.63901 5.79882 8.21789 0.2 0.4 -0.9
C -13.31858 5.51464 14.98027 -1.6 -1.6 0.6
O -13.70053 6.68719 14.90404 0.9 -0.7 0.1
N -14.09930 4.54493 15.64340 1.0 0.8 -0.6
N -12.16214 5.02296 14.43248 0.4 1.4 -0.1
H -13.86289 3.54927 15.64972 -0.1 0.6 -0.1
H -14.96748 4.84746 16.07832 0.3 0.0 -0.1
H -12.07030 4.06693 14.16939 -0.2 -0.6 0.3
H -11.66939 5.65835 13.80798 -0.4 0.2 0.1
C -12.93670 4.83332 20.08319 -0.8 -1.6 -1.4
O -13.37378 5.84401 19.60940 -0.6 2.2 -0.7
N -12.61717 4.75715 21.38697 1.1 -1.3 1.0
N -12.93361 3.67779 19.30174 1.1 -0.4 0.6
H -12.15784 3.91321 21.73113 -0.3 0.5 -0.2
H -12.22621 5.61051 21.73026 -0.1 0.4 0.4
H -13.15733 3.83261 18.32563 -0.1 0.2 0.1
H -12.12178 3.06970 19.38907 -0.4 0.0 0.1
C -11.89840 8.42494 13.20517 -0.3 0.6 0.3
O -11.03026 7.50571 13.08642 -1.5 1.8 -0.2
N -11.83854 9.34643 14.24629 1.0 -2.2 -0.9
N -12.96344 8.64310 12.24985 2.9 0.1 2.2
H -12.56548 9.99534 14.47328 -0.5 0.0 -0.3
H -11.29432 9.00834 15.05771 -0.3 0.4 -0.6
H -13.81586 8.76054 12.77669 -0.5 -0.3 -0.5
H -12.88472 7.94242 11.53666 -0.7 -0.3 0.0
C -12.89707 2.23613 13.09438 0.6 -0.6 0.4
O -14.09411 2.08639 13.48716 1.8 0.1 -0.7
N -11.85504 2.00402 13.99505 -1.5 0.3 -0.8
N -12.54969 2.61785 11.84799 -0.6 -0.6 1.0
H -10.88007 2.10750 13.75078 -0.1 -0.2 -0.2
H -12.17765 1.53698 14.82450 0.3 0.1 0.5
H -11.59609 2.83279 11.60475 -0.1 0.1 0.1
H -13.32056 2.80880 11.21101 -0.1 0.5 -0.2
C -16.25716 8.57780 15.09050 -0.1 0.6 2.4
O -16.03204 7.66256 14.09048 -0.2 -0.4 -1.4
H -17.07075 8.25679 15.78308 0.4 -0.1 -0.2
H -15.34611 8.72509 15.74580 -0.8 0.1 -0.8
H -16.64169 9.53349 14.71533 0.5 0.0 -0.3
H -15.27752 7.10838 14.33298 0.3 0.1 0.2
C -16.05994 3.79648 18.31454 0.9 1.3 1.1
O -15.97725 5.18072 17.89260 -1.0 -1.0 -0.6
H -15.25685 3.16799 17.96827 0.4 -0.1 -0.7
H -15.96679 3.69210 19.42136 -0.6 0.3 -0.6
H -16.98864 3.50357 17.89119 -0.8 -0.7 0.1
H -15.21822 5.64975 18.20305 1.1 0.2 0.7
C -8.88028 4.20341 13.19811 -1.3 0.1 0.4
O -9.28598 2.99009 12.52855 0.5 0.6 -0.5
H -9.64908 4.99023 12.98454 0.9 -0.3 0.0
H -8.93728 4.01989 14.28415 0.1 -0.2 -0.4
H -7.85551 4.53109 12.98457 -0.3 -0.1 -0.3
H -9.39012 3.21714 11.57706 0.0 -0.1 0.9
C -17.87184 4.54860 14.64355 -0.2 -1.0 0.4
O -18.23159 4.66794 16.04673 1.2 0.8 -0.5
H -17.20945 3.68385 14.47622 0.0 0.1 0.2
H -18.81927 4.27390 14.15980 0.4 0.5 -0.2
H -17.34484 5.39876 14.17572 -0.7 0.1 0.5
H -17.54082 5.20805 16.49445 -0.6 -0.5 -0.3
C -13.79196 9.35463 18.15257 -0.8 -0.7 0.3
O -13.22558 9.75624 16.94464 0.8 0.1 -0.4
H -13.59985 8.29269 18.41517 -0.2 0.4 -0.3
H -13.53840 9.95729 19.00692 0.7 0.5 0.4
H -14.85645 9.53097 18.05162 -0.4 -0.4 0.0
H -12.32696 9.38959 16.89065 -0.2 0.0 0.1
C -17.23318 2.79375 9.25761 0.5 -0.5 -1.2
C -15.72308 2.68076 9.58507 0.6 -0.1 0.9
C -14.87304 2.99363 8.36060 0.9 1.3 0.1
C -14.79459 4.48600 8.03295 -1.1 0.9 0.1
C -14.30854 5.25772 9.25855 0.4 -0.1 0.0
C -15.16334 5.02821 10.49793 1.9 -0.7 0.3
N -15.13291 3.50563 10.68722 -0.7 1.1 0.5
O -15.84042 3.21781 11.90305 -0.2 0.2 -0.7
C -14.41084 5.74429 11.65062 0.0 -1.5 0.6
C -16.51909 5.62912 10.37994 -0.6 0.9 0.3
C -15.46836 1.21143 9.96898 0.2 -0.4 0.1
H -17.92190 2.80981 10.09749 0.3 -0.2 0.2
H -17.39004 1.85955 8.64358 -0.4 1.0 0.5
H -17.45370 3.66667 8.62681 0.1 -0.3 0.2
H -13.80578 2.78208 8.56736 -0.5 -0.7 0.0
H -15.22166 2.43416 7.51188 -0.1 -0.4 -0.4
H -15.74924 4.91363 7.66094 0.2 -0.4 0.4
H -14.14210 4.69033 7.20362 0.6 -0.2 -0.4
H -14.26860 6.33632 9.15197 -0.1 0.3 -0.6
H -13.25734 4.98276 9.48497 -0.5 -0.2 0.0
H -13.32824 5.57959 11.59350 -0.1 -0.4 0.2
H -14.51644 6.80766 11.59945 -0.6 0.5 -0.2
H -14.79711 5.42468 12.64327 0.3 0.2 -0.6
H -16.52412 6.68920 10.67366 0.3 -0.2 0.0
H -16.85237 5.63871 9.34719 -0.6 -0.4 0.1
H -17.15590 5.15050 11.11994 -0.5 -0.2 -0.4
H -15.60776 0.58188 9.05922 0.2 0.2 0.8
H -16.14771 0.90603 10.74947 -0.8 -0.1 0.0
H -14.51508 0.98876 10.49116 0.0 0.5 -0.9
H -15.13913 2.87502 12.49783 -0.3 -0.1 0.1

=====

Entry 2:
9
Properties=species:S:1:pos:R:3:forces:R:3 method="wB97M-V/def2-TZVPD" total_charge=0 relative_energy_kj_mol=542.21 e_homo_ev=-10.17 orbital_gap_ev=9.95 lumo_energy_ev=-0.22 smiles="O=c1cnon1O"
O 0.96323 -1.17088 -1.28645 -0.9 2.6 1.2
C 0.51505 -0.22636 -0.60068 -0.3 -5.4 -0.3
C 0.63215 1.14182 -0.51435 1.3 2.3 -1.6
N -0.14028 1.62171 0.38737 1.8 4.4 0.3
O -0.69931 0.76940 1.17360 -0.5 -2.8 -2.3
N -0.35267 -0.47999 0.48011 1.2 1.2 0.8
O -1.33193 -1.35474 0.42330 1.2 -3.3 3.4
H 1.31070 1.67422 -1.22973 -1.2 0.2 1.1
H -0.89695 -1.97518 1.16683 -2.6 0.9 -2.4

=====

Entry 3:
19
Properties=species:S:1:pos:R:3:forces:R:3 method="wB97M-V/def2-TZVPD" total_charge=0 relative_energy_kj_mol=46.72 e_homo_ev=-11.17 orbital_gap_ev=12.31 lumo_energy_ev=1.14 smiles=CCC.CC
C 1.03307 2.66605 0.20804 -1.4 -0.5 -0.6
C 0.44738 1.30369 -0.14422 0.8 -0.8 -0.5
C 0.44898 0.95216 -1.63844 -1.2 1.4 -0.1
H 1.86927 2.84734 -0.44941 0.7 0.2 0.4
H 1.18784 2.70305 1.28180 0.6 0.3 0.0
H 0.28286 3.41888 -0.04821 0.1 0.1 0.1
H 1.09118 0.49854 0.22366 0.0 0.2 0.7
H -0.51647 1.16186 0.32219 -0.4 0.1 0.0
H -0.18097 0.08446 -1.82835 0.7 -0.5 0.0
H -0.05615 1.70941 -2.25522 0.1 0.2 0.2
H 1.47448 0.92607 -1.99374 0.0 -0.6 -0.2
C -0.48745 -2.90539 0.72525 -0.3 -1.1 0.2
C -1.29465 -1.61561 0.82954 1.2 0.3 0.1
H 0.54204 -2.93099 0.37075 -0.1 0.8 -0.6
H -0.35081 -3.39317 1.69540 -0.4 0.2 0.1
H -1.07234 -3.60091 0.11681 0.3 -0.2 0.0
H -2.04940 -1.76402 1.59416 -0.4 0.2 -0.2
H -1.70528 -1.28628 -0.12256 -0.4 -0.3 0.0
H -0.66356 -0.77513 1.11255 0.0 -0.1 0.4

=====

Entry 4:
45
Properties=species:S:1:pos:R:3:forces:R:3 method="wB97M-V/def2-TZVPD" total_charge=+1 s2=0.85 spin_multiplicity=2 e_homo_ev="-10.24 / -10.27" orbital_gap_ev="6.40 / 6.80" lumo_energy_ev="-3.83 / -3.47"
V -0.35284 -0.66529 -0.65345 0.4 0.9 0.5
C 0.08515 -0.32276 2.75838 -0.3 -0.3 0.0
C -0.93811 -1.44538 2.64972 0.1 0.1 0.1
N -1.89304 -1.13681 1.59080 0.0 -0.1 0.0
C -2.87474 -0.11045 1.95417 0.0 0.1 -0.2
C -3.11378 0.91685 0.84552 0.2 0.0 0.0
S -1.62935 1.39990 -0.07777 -0.4 0.3 0.1
C -0.61480 2.23751 1.19184 0.1 -0.2 -0.1
C 0.74564 1.56673 1.37674 -0.1 0.2 0.1
N 0.58896 0.11254 1.43959 0.4 -0.3 -0.7
H 0.90214 -0.63854 3.40957 0.0 0.1 0.0
H -0.38600 0.53743 3.23522 0.1 0.0 0.0
H -1.41501 -1.59028 3.62660 0.0 0.0 0.0
H -0.43524 -2.37194 2.38785 -0.1 0.0 0.0
H -2.36770 -1.99063 1.32429 0.0 0.0 -0.2
H -2.54154 0.40355 2.85711 0.0 0.0 0.0
H -3.84360 -0.55783 2.18776 0.0 0.0 0.1
H -3.56488 1.82685 1.24113 -0.1 0.0 0.0
H -3.77072 0.51694 0.07524 0.0 0.0 0.0
H -1.20173 2.22769 2.10907 0.0 0.0 0.0
H -0.49252 3.27054 0.87377 0.0 0.0 0.1
H 1.21211 1.96846 2.28339 0.0 -0.1 0.0
H 1.38359 1.81607 0.53832 0.1 0.0 0.0
H 1.48119 -0.33911 1.24273 0.1 0.1 0.2
N 1.30092 2.29514 -3.26020 0.0 0.1 0.2
C 0.77426 1.22852 -2.66701 0.0 0.1 -0.5
O 0.76276 1.11687 -1.42301 -0.1 -0.4 0.2
C 0.20769 0.11308 -3.47824 0.1 -0.2 0.1
C 0.38301 -1.12580 -2.61229 0.0 0.1 0.0
H 1.68213 3.04558 -2.70734 0.0 0.0 0.1
H 1.31344 2.39690 -4.25973 -0.1 -0.1 0.0
H 0.70440 0.03001 -4.44849 0.0 0.0 0.0
H -0.85483 0.30343 -3.66104 0.0 0.1 0.0
H 1.44644 -1.32355 -2.46098 0.0 0.0 0.1
H -0.06368 -1.99971 -3.07762 0.0 0.0 0.1
Se -2.40145 -1.30825 -1.61166 -0.8 0.0 -0.2
Se -2.23525 -3.53971 -2.21092 0.3 -0.3 0.0
Se -1.14219 -4.34625 -0.28686 -0.5 0.0 -0.1
Se 0.52886 -2.76217 -0.06056 0.6 -0.7 0.1
C 3.89745 0.05255 -0.42522 0.1 -0.1 0.1
O 2.93401 -0.98293 -0.20522 0.1 0.3 0.1
H 4.56005 0.17182 0.43494 0.0 0.0 0.0
H 3.34335 0.97658 -0.57436 0.0 0.0 0.0
H 4.50113 -0.14713 -1.31210 0.0 0.0 0.0
H 3.39425 -1.82702 -0.15966 -0.1 -0.1 0.0

=====

Entry 5:
72
Properties=species:S:1:pos:R:3:forces:R:3 method="wB97M-V/def2-TZVPD" total_charge=+1 s2=6.01 spin_multiplicity=5 relative_energy_kj_mol=390.66 e_homo_ev="-9.97 / -10.21" orbital_gap_ev="8.13 / 8.37" lumo_energy_ev="-1.83 / -1.84"
Cr 0.00604 -0.17092 0.42956 -0.3 -2.2 0.8
C -1.79798 -3.49267 0.65202 0.0 -0.6 0.4
C -0.70164 -3.28600 1.73315 -0.4 0.6 -1.5
C 0.34241 -4.39572 1.63373 1.2 -0.4 -0.6
O -0.26321 -1.95939 1.59248 0.8 1.0 -0.1
H -2.63292 -2.81958 0.84679 0.0 0.1 -0.1
H -2.18903 -4.50776 0.58305 -0.1 -0.2 0.4
H -1.40501 -3.33249 -0.35199 0.3 0.5 0.1
H -1.11231 -3.47339 2.72528 -0.5 0.5 0.3
H 0.69365 -4.64780 0.63314 -0.6 0.1 -0.6
H 0.01389 -5.35390 2.03632 -0.4 0.1 0.2
H 1.31643 -4.20245 2.08322 -0.2 0.5 0.7
C -2.68924 -0.10574 3.52009 -1.0 -2.2 -1.2
O -2.15658 1.13259 3.67774 1.5 3.5 1.3
C -1.40535 1.71054 2.76336 -0.8 -0.5 -1.5
O -1.04397 1.19042 1.69733 -0.1 0.9 1.8
O -1.26224 2.98920 3.08580 0.7 -0.1 0.0
C -0.47465 3.87310 2.27275 0.4 0.6 -0.7
H -1.88584 -0.76305 3.18755 -0.4 -0.6 -0.2
H -3.50452 0.01206 2.80629 0.1 -0.6 -0.5
H -3.19943 -0.45717 4.41692 0.6 0.3 0.3
H 0.59847 3.68770 2.22654 -0.2 -0.6 0.5
H -0.59338 4.88292 2.66553 -0.3 -0.3 0.2
H -0.76037 3.89721 1.22115 -0.6 -0.3 0.1
C -2.27549 -1.82034 -3.07693 -0.2 -1.3 0.7
O -3.14499 -0.75277 -2.56361 1.2 -0.5 -0.6
C -2.81502 0.05630 -1.52661 0.6 -2.1 0.8
O -1.83168 -0.02045 -0.77778 -2.0 0.2 -2.3
O -3.78404 0.89665 -1.30971 0.0 0.9 2.2
C -5.12554 0.83590 -1.83173 0.8 -0.2 -1.9
H -2.00564 -2.56764 -2.33072 0.7 1.0 1.0
H -1.42393 -1.53757 -3.69578 -0.2 0.6 0.4
H -2.81818 -2.58436 -3.63359 -1.1 1.1 -0.7
H -4.92270 1.41374 -2.73343 -1.3 -0.1 -0.4
H -5.89561 1.29237 -1.20986 0.8 0.1 0.4
H -5.41600 -0.18534 -2.07832 0.1 0.1 0.0
C 2.80407 2.86294 -3.23428 0.4 1.0 0.7
O 2.19989 2.17019 -2.13500 -2.9 -0.9 1.7
C 0.88634 2.27921 -1.66984 0.9 -0.2 -0.4
O 0.48069 1.56638 -0.71664 0.8 3.6 -3.8
O 0.27428 3.26944 -2.46105 0.4 -1.7 1.6
C -1.13264 3.59587 -2.37039 -0.4 -0.9 0.9
H 2.83087 2.28344 -4.15708 -0.1 -0.2 0.3
H 3.79775 3.01331 -2.81230 0.2 -0.1 -0.6
H 2.39828 3.85833 -3.41492 -0.3 -0.2 0.0
H -1.70803 2.67569 -2.26899 0.0 -0.1 -0.1
H -1.46965 4.13532 -3.25556 0.6 -0.1 0.0
H -1.37105 4.18232 -1.48306 0.4 0.1 0.0
C 3.46345 -1.21824 3.02554 -0.6 -1.4 -0.2
O 3.15452 0.16542 3.11071 0.0 1.4 0.0
C 2.45779 0.72764 2.13492 0.6 0.2 -1.8
O 2.05655 0.10369 1.11051 1.3 2.5 3.4
O 2.39599 2.13566 2.28657 -0.5 -2.9 -1.2
C 2.69502 2.72583 3.54517 0.7 -0.3 1.2
H 2.55523 -1.74622 3.31621 0.0 -0.3 -0.5
H 4.23154 -1.56311 3.71780 0.1 1.0 0.3
H 3.81393 -1.48716 2.02909 -0.4 0.1 0.0
H 2.46582 3.79141 3.53557 -0.6 -0.3 -0.3
H 3.74775 2.71930 3.82769 0.3 -0.4 -0.5
H 2.19676 2.16490 4.33585 -0.3 0.4 0.0
C 2.79697 -3.06982 -0.65561 0.2 -1.4 2.3
O 2.66914 -2.40137 -1.83024 -1.1 0.8 -2.6
C 1.74355 -1.50896 -2.13619 -0.8 0.5 3.8
O 0.88832 -1.00036 -1.35742 2.0 -1.9 -2.7
O 1.99904 -1.18042 -3.35415 -0.5 0.1 -1.5
C 1.08790 -0.40740 -4.09529 -0.3 1.9 -0.2
H 3.18367 -4.06364 -0.88118 0.8 0.3 -0.2
H 1.89479 -3.38716 -0.13268 -0.4 1.2 0.0
H 3.46113 -2.44380 -0.05971 0.0 -0.6 0.6
H 0.18605 -0.10806 -3.56128 -0.2 -0.9 0.2
H 0.89839 -0.85370 -5.07150 0.0 -0.2 0.3
H 1.53154 0.57896 -4.23097 0.4 -0.1 -0.4

=====

Entry 6:
19
Properties=species:S:1:pos:R:3:forces:R:3 method="wB97M-V/def2-TZVPD" total_charge=0 relative_energy_kj_mol=282.73 e_homo_ev=-8.58 orbital_gap_ev=9.42 lumo_energy_ev=0.85 smiles="COP(O)S.C=NOC"
C 1.77649 2.55109 0.20269 -0.7 -2.5 0.3
O 2.30762 1.24239 0.29613 0.6 -1.4 0.3
P 1.08863 0.11962 0.32208 1.5 -0.3 -0.2
O 2.01420 -1.18884 0.77420 -2.6 -0.3 -2.6
S 1.06267 -0.41137 -1.78522 -2.2 0.5 0.2
H 2.07853 3.03922 1.06387 0.8 1.8 1.1
H 0.73525 2.38722 0.23926 -1.8 0.7 0.3
H 1.95157 2.86523 -0.75978 1.0 1.7 -1.9
H 2.60980 -1.00654 1.43645 2.2 0.8 2.5
H 2.29303 -0.73656 -1.75856 2.1 -0.5 0.0
C -1.51572 -1.61767 1.73821 -2.9 -2.0 -3.2
N -1.47214 -0.90677 0.66143 0.5 0.1 2.8
O -2.28361 -1.31470 -0.29145 -1.1 -1.7 -0.9
C -2.32996 -0.46126 -1.39714 -1.1 2.0 0.7
H -1.01797 -1.29275 2.57145 1.5 0.7 1.7
H -2.19102 -2.58688 1.79347 1.3 2.1 -0.1
H -2.74874 -1.01646 -2.18564 -0.7 -0.7 -0.9
H -1.38689 -0.11213 -1.73631 1.0 0.2 0.0
H -2.97177 0.44717 -1.18513 0.5 -0.9 -0.1

=====

Going through the records in order, we get max |F| values of 3.65, 5.40, 1.87, 1.04, 5.26, 4.78 eV/A.
Going through the records in order, we get energy values of -2640.032487, -412.444464, -198.871363, -11657.948328, -2956.096236, -1140.225209 a.u..